# 1
Molecular formula: C44H58BaN5O18
Method: DFT, ωB97M-V/def2-TZVPD

XYZ file:
```
126
Properties=species:S:1:pos:R:3:forces:R:3
Ba -1.683 4.254 -0.933 0.72 -1.47 0.95
C 0.251 -0.089 -0.600 0.53 0.47 0.64
C -0.326 1.312 -0.585 0.15 -0.73 0.81
O -0.421 1.991 0.458 -0.11 0.47 1.15
O -0.702 1.774 -1.666 -0.99 1.31 -2.91
H 0.793 -0.196 0.339 -0.05 -0.50 -0.07
H 0.948 -0.173 -1.434 -0.09 -0.05 0.08
H -0.508 -0.863 -0.713 -0.10 0.19 0.12
C -1.549 0.469 3.368 -0.64 -0.05 -0.14
C -0.258 0.502 3.877 -0.33 -0.05 -0.88
C 0.000 0.999 5.117 0.50 0.66 1.89
C -1.033 1.507 5.908 -0.97 -0.49 -1.86
C -2.338 1.476 5.361 -0.15 0.46 1.00
C -2.633 0.982 4.102 1.80 -0.47 0.07
N -0.858 2.163 7.196 1.63 0.72 2.37
O 0.262 2.173 7.786 -2.42 -0.44 -2.09
O -1.844 2.717 7.669 0.68 -0.44 -0.44
H -1.715 0.008 2.406 0.03 0.18 -0.17
H 0.594 0.210 3.280 -0.15 -0.36 -0.15
H 1.016 0.970 5.481 0.06 0.22 0.19
H -3.146 1.846 5.975 0.03 0.14 0.08
H -3.636 0.997 3.702 -0.07 -0.10 0.11
C -3.677 -6.313 0.867 1.11 -0.09 1.06
C -2.309 -6.064 1.130 -1.48 -1.56 -1.33
C -1.837 -4.793 1.118 1.55 0.49 0.67
C -2.654 -3.703 0.988 -2.19 -0.69 -0.04
C -4.069 -3.930 0.866 1.56 0.24 0.03
C -4.543 -5.253 0.855 -0.10 1.61 -0.19
N -2.038 -2.379 1.118 1.07 -0.37 0.90
O -0.906 -2.299 1.631 -1.86 -0.08 -1.04
O -2.698 -1.424 0.761 -0.08 0.41 -0.18
H -4.091 -7.307 0.792 0.25 -0.15 0.04
H -1.624 -6.897 1.185 0.05 0.01 0.13
H -0.782 -4.632 1.285 0.08 0.09 -0.05
H -4.756 -3.105 0.747 0.04 0.10 0.21
H -5.612 -5.409 0.843 -0.04 -0.03 -0.30
C -2.378 -1.002 -3.256 1.46 -0.89 -0.32
C -3.675 -1.288 -2.900 -0.47 -0.57 0.16
C -4.087 -2.609 -2.663 0.51 -0.25 0.04
C -3.128 -3.617 -2.767 0.04 -0.32 0.97
C -1.808 -3.320 -3.020 0.87 -0.62 0.29
C -1.402 -2.032 -3.270 -1.24 0.95 -0.38
N -3.489 -5.052 -2.421 -0.22 -2.78 -2.06
O -4.682 -5.229 -2.198 1.25 0.32 0.34
O -2.695 -6.052 -2.613 -1.69 4.02 0.98
H -2.051 -0.021 -3.568 -0.14 0.29 0.36
H -4.370 -0.475 -2.752 -0.26 -0.11 -0.24
H -5.096 -2.866 -2.380 -0.02 0.08 -0.03
H -1.057 -4.093 -2.949 -0.11 -0.29 -0.18
H -0.375 -1.819 -3.528 0.06 0.06 0.08
C 3.907 0.785 2.286 -1.31 -0.91 -2.37
C 4.252 1.757 3.147 0.49 1.40 1.04
C 5.267 1.532 4.035 0.71 -0.70 1.78
C 5.886 0.281 4.071 0.29 0.84 -0.33
C 5.524 -0.679 3.156 0.59 -1.15 -0.20
C 4.578 -0.415 2.202 -0.31 -0.14 0.51
N 7.045 0.002 4.945 1.25 -1.40 1.69
O 7.411 0.764 5.826 -1.12 0.90 -0.84
O 7.623 -1.079 4.823 -0.93 0.47 -0.91
H 3.075 0.922 1.610 -0.06 0.27 -0.24
H 3.820 2.747 3.172 -0.47 -0.12 -0.14
H 5.424 2.227 4.847 0.57 0.24 -0.18
H 5.935 -1.678 3.164 0.48 0.16 0.18
H 4.350 -1.178 1.473 -0.21 0.08 -0.11
C 1.511 -0.323 -5.526 -1.37 -0.29 0.33
C 2.752 -0.862 -5.728 -1.67 -0.78 -1.67
C 3.743 -0.706 -4.845 1.63 0.10 1.23
C 3.497 -0.009 -3.650 -1.04 0.83 0.27
C 2.257 0.631 -3.439 0.54 -0.75 -1.00
C 1.243 0.388 -4.392 0.53 0.93 1.12
N 4.537 0.017 -2.587 2.56 -0.82 -1.03
O 4.417 0.473 -1.485 -1.92 0.85 0.53
O 5.608 -0.479 -2.925 -0.45 -0.11 -0.58
H 0.684 -0.565 -6.177 0.06 0.06 -0.31
H 2.814 -1.544 -6.563 0.64 0.19 -0.26
H 4.667 -1.149 -5.187 0.41 0.05 1.02
H 2.064 1.331 -2.640 0.17 -0.38 0.37
H 0.251 0.762 -4.188 -0.05 0.23 -0.01
C 0.783 6.035 1.293 -0.01 0.03 -0.54
O -0.419 5.241 1.190 -0.25 0.45 2.22
C -0.844 4.899 2.580 -0.46 -0.21 -0.64
C -2.153 4.095 2.663 -0.34 -0.47 -1.12
O -3.071 4.487 1.612 -0.40 0.30 0.15
C -4.458 4.096 1.832 0.45 0.73 -1.59
H 1.661 5.397 1.388 -0.05 -0.08 0.07
H 0.760 6.753 2.113 -0.26 -0.20 0.17
H 0.872 6.636 0.388 0.00 -0.16 -0.15
H -1.036 5.778 3.195 0.41 0.58 -0.56
H -0.025 4.348 3.041 -0.10 -0.20 0.00
H -2.645 4.307 3.612 0.27 -0.13 0.22
H -2.015 3.023 2.528 0.35 0.00 0.31
H -4.604 3.032 1.643 0.13 -0.15 0.85
H -4.993 4.551 0.998 0.04 0.15 -0.17
H -4.941 4.553 2.695 0.54 -0.50 0.50
C 7.089 -2.758 -0.004 -0.18 0.21 0.38
O 5.782 -2.692 -0.562 -0.20 -0.37 -0.27
C 5.477 -3.920 -1.204 -0.23 -0.31 -1.46
C 4.258 -3.877 -2.156 -0.82 1.53 0.91
O 3.112 -3.480 -1.400 -0.91 1.37 0.45
C 1.982 -2.984 -2.139 0.10 -1.70 -0.24
H 7.915 -2.758 -0.716 -0.23 -0.28 -0.58
H 7.153 -3.652 0.616 0.24 -0.02 0.20
H 7.276 -1.868 0.596 -0.42 -0.04 0.15
H 5.387 -4.772 -0.529 -0.03 0.13 0.45
H 6.291 -4.134 -1.897 0.39 -0.33 -0.01
H 3.968 -4.796 -2.664 0.78 -0.47 0.06
H 4.446 -3.116 -2.914 0.16 0.14 -0.22
H 1.117 -2.682 -1.547 0.64 0.17 0.92
H 1.576 -3.856 -2.652 -0.10 -0.11 -0.70
H 2.136 -2.192 -2.872 0.68 0.09 0.02
C -3.859 1.242 -0.386 1.44 -0.32 0.04
O -3.743 2.505 -1.058 -1.54 -0.45 -1.56
C -4.259 2.382 -2.444 0.05 -0.40 1.26
C -4.390 3.752 -3.031 1.56 -1.53 0.37
O -2.958 4.138 -3.237 -2.76 1.65 -1.34
C -2.993 5.260 -4.165 0.84 0.19 -0.44
H -3.216 0.521 -0.891 -0.12 -0.13 -0.21
H -4.868 0.834 -0.328 -0.16 0.42 0.05
H -3.369 1.340 0.583 -0.39 0.17 0.18
H -5.199 1.838 -2.534 -0.51 0.25 0.87
H -3.617 1.719 -3.024 0.67 0.43 -0.04
H -4.921 4.427 -2.361 0.26 0.25 0.05
H -4.994 3.621 -3.929 0.56 0.51 -0.51
H -3.114 4.948 -5.202 -0.20 -0.47 0.10
H -2.038 5.786 -4.170 0.16 -0.12 0.37
H -3.769 5.998 -3.966 -0.14 -0.20 0.43
```
Forces are in eV/Å.

## Properties
- 2S+1 = 1
- DFT total energy (eV) = -91546.0545
- gap between HOMO and LUMO (eV) = 7.961
- LUMO level (eV) = -3.18
- strongest force on any atom (eV Å⁻¹) = 4.47
- net charge = +1

Here are the Mulliken charges for atoms 1 to 6, given in e: 1.8819 1.6302 0.6062 -1.0496 -0.7548 0.3103


# 2
Molecular formula: C44H58Cl2O2P2ReSi
Method: DFT, ωB97M-V/def2-TZVPD

XYZ file:
```
110
Properties=species:S:1:pos:R:3:forces:R:3
Re -0.265 -0.172 0.258 0.64 0.06 1.48
C 0.876 0.284 -3.039 0.09 0.05 -0.03
Si 1.405 0.908 -1.336 -0.32 -0.10 -0.25
C 1.337 2.783 -1.317 -0.09 0.02 0.13
C 2.180 3.634 -2.036 -0.01 -0.01 -0.04
C 1.982 5.004 -2.019 -0.01 0.00 0.00
C 0.926 5.553 -1.296 0.00 -0.01 0.00
C 0.079 4.729 -0.577 -0.01 0.02 -0.01
C 0.299 3.351 -0.579 0.01 -0.12 -0.14
P -0.734 2.196 0.344 0.18 0.15 0.02
C -2.434 2.473 -0.271 -0.02 0.07 0.09
C -2.582 2.347 -1.798 -0.01 0.01 0.01
C -4.075 2.273 -2.176 0.01 -0.03 -0.01
C -4.938 3.036 -1.175 0.00 0.02 0.00
C -4.877 2.390 0.221 -0.01 -0.03 -0.01
C -3.528 1.689 0.460 -0.01 -0.03 -0.05
C -0.696 2.745 2.113 0.07 0.03 -0.01
C -1.673 3.876 2.473 -0.01 0.00 -0.01
C -1.603 4.153 3.976 0.00 0.01 0.01
C -0.189 4.526 4.410 0.00 -0.01 0.00
C 0.805 3.438 4.013 0.01 0.01 0.02
C 0.732 3.159 2.513 -0.02 0.02 -0.02
C 3.142 0.349 -0.951 0.02 0.17 -0.18
C 4.263 0.744 -1.689 0.00 0.07 0.01
C 5.537 0.386 -1.286 0.01 0.03 -0.04
C 5.719 -0.371 -0.133 0.01 -0.03 0.05
C 4.621 -0.802 0.588 -0.01 -0.04 -0.02
C 3.337 -0.448 0.163 0.12 -0.22 0.14
P 1.901 -1.241 0.912 -0.24 0.03 -0.46
C 2.186 -0.966 2.723 0.00 0.07 -0.04
C 1.053 -0.148 3.365 0.02 -0.20 0.04
C -0.029 -0.967 4.050 -0.01 0.03 -0.04
C 0.593 -1.927 5.057 0.05 0.00 -0.01
C 1.549 -2.876 4.342 -0.01 -0.02 -0.02
C 2.662 -2.124 3.615 -0.04 0.01 0.07
C 2.138 -2.982 0.335 -0.03 -0.06 0.16
C 2.046 -3.072 -1.199 0.01 -0.02 -0.01
C 0.612 -3.345 -1.639 -0.03 -0.01 0.00
C 0.133 -4.724 -1.149 0.00 0.01 0.01
C 0.921 -5.198 0.076 0.01 -0.01 0.02
C 1.260 -4.050 1.025 0.05 0.01 0.01
H 0.872 1.119 -3.743 0.04 -0.02 0.00
H -0.116 -0.161 -3.053 0.01 0.03 -0.01
H 1.586 -0.463 -3.401 -0.01 0.00 0.00
H 2.997 3.232 -2.624 -0.01 0.01 0.01
H 2.642 5.652 -2.580 0.00 -0.01 0.01
H 0.768 6.623 -1.297 0.00 -0.01 0.00
H -0.743 5.166 -0.023 0.00 0.00 -0.01
H -2.567 3.534 -0.022 0.00 -0.02 0.05
H -2.060 1.465 -2.171 0.03 0.02 -0.02
H -2.109 3.209 -2.272 -0.03 0.02 0.01
H -4.405 1.229 -2.208 0.01 0.00 0.02
H -4.213 2.665 -3.183 0.00 -0.01 0.00
H -5.971 3.081 -1.518 0.00 0.00 0.00
H -4.593 4.073 -1.129 0.00 -0.01 0.01
H -5.681 1.661 0.337 0.00 0.01 0.00
H -5.038 3.151 0.988 0.01 0.00 0.00
H -3.571 0.674 0.054 0.03 -0.03 0.01
H -3.325 1.583 1.528 -0.02 0.03 0.01
H -0.990 1.863 2.696 -0.02 0.01 -0.02
H -2.698 3.631 2.190 0.01 -0.02 0.02
H -1.394 4.786 1.936 -0.01 0.00 0.00
H -1.931 3.260 4.521 -0.01 0.00 -0.01
H -2.306 4.948 4.229 0.01 0.01 0.00
H -0.156 4.692 5.487 0.00 0.00 0.00
H 0.099 5.472 3.939 0.00 -0.01 0.00
H 0.574 2.524 4.571 0.00 0.01 -0.01
H 1.822 3.727 4.282 -0.01 0.01 0.00
H 1.473 2.411 2.214 -0.01 -0.02 0.01
H 0.996 4.068 1.966 0.00 0.00 0.00
H 4.147 1.336 -2.590 0.00 -0.01 0.02
H 6.396 0.700 -1.864 -0.01 -0.01 0.00
H 6.717 -0.639 0.190 -0.01 0.01 0.00
H 4.771 -1.422 1.466 -0.01 0.00 0.00
H 3.026 -0.274 2.619 0.05 -0.03 0.06
H 0.610 0.534 2.612 -0.06 0.03 -0.11
H 1.519 0.509 4.105 -0.07 0.11 -0.07
H -0.586 -1.541 3.310 0.00 0.01 0.05
H -0.740 -0.292 4.534 0.03 0.01 0.03
H -0.187 -2.494 5.567 -0.01 0.00 0.00
H 1.126 -1.365 5.831 0.00 0.00 -0.01
H 0.975 -3.480 3.637 0.00 0.00 -0.01
H 2.007 -3.569 5.049 -0.01 0.00 0.00
H 3.299 -2.816 3.057 -0.02 0.01 -0.02
H 3.311 -1.669 4.371 0.01 -0.02 0.00
H 3.185 -3.136 0.621 0.00 -0.04 -0.02
H 2.680 -3.904 -1.514 0.01 0.02 -0.03
H 2.463 -2.187 -1.681 -0.04 0.04 0.02
H 0.524 -3.260 -2.723 0.01 -0.03 0.00
H -0.033 -2.563 -1.226 0.05 0.00 0.01
H 0.235 -5.461 -1.946 -0.01 0.01 -0.01
H -0.935 -4.679 -0.912 0.01 -0.01 0.01
H 1.845 -5.688 -0.237 0.00 0.01 -0.02
H 0.352 -5.954 0.619 0.01 0.00 0.00
H 1.794 -4.445 1.888 -0.02 0.03 0.03
H 0.340 -3.609 1.405 -0.05 0.01 0.00
Cl -5.850 -5.039 -0.178 -0.01 -0.02 0.00
C -4.471 -4.073 0.152 0.03 -0.01 0.04
C -3.770 -4.281 1.367 0.00 -0.02 0.01
C -2.665 -3.550 1.708 -0.06 -0.03 -0.02
Cl -1.851 -3.894 3.182 0.01 0.03 0.03
C -2.188 -2.524 0.852 -0.02 -0.17 -0.48
O -1.143 -1.824 1.136 -0.20 0.30 0.16
C -2.899 -2.341 -0.384 0.14 -0.12 0.16
C -2.464 -1.404 -1.296 0.17 0.28 -0.02
O -1.484 -0.570 -1.145 -0.36 -0.41 -0.70
C -4.041 -3.130 -0.720 0.03 0.04 0.00
H -4.115 -5.052 2.043 -0.01 0.01 -0.01
H -2.980 -1.297 -2.248 -0.03 0.03 0.01
H -4.551 -2.965 -1.660 0.01 0.00 0.01
```
Forces are in eV/Å.

## Properties
- 2S+1 = 2
- DFT total energy (eV) = -104283.2122
- gap between HOMO and LUMO (spin up / spin down) (eV) = 6.544 / 6.701
- LUMO level (spin up / spin down) (eV) = -7.46 / -7.27
- strongest force on any atom (eV Å⁻¹) = 1.61
- net charge = +2

Here are the Mulliken charges for atoms 1 to 6, given in e: 1.8690 -1.3335 2.4567 0.2719 -0.8428 -0.9832